Computed, not measured: 6 unconnected molecules or ions with the total composition C31H64BrNO9PS2 at a distorted geometry, with ωB97M-V/def2-TZVPD.

```
109
C31H64BrNO9PS2 ωB97M-V/def2-TZVPD
H -0.0615 -4.1780 -9.7189
C -3.9091 1.9615 7.4749
C -2.6913 6.0134 1.1663
H -4.9309 1.0200 5.8327
H -1.1636 5.5667 -1.7621
H -2.8740 3.1476 5.1134
C 0.1691 -1.0148 4.5807
H 4.4945 4.8802 5.5433
H -3.6961 2.9844 7.7996
C -0.9456 -4.7549 -9.9960
H -1.3639 -2.5672 4.4940
H -1.8571 1.4783 8.0492
H -0.8862 -1.5083 -1.3394
H 0.3443 -2.1933 -6.9332
H 7.7710 5.5428 4.3925
H -1.8343 -4.1432 -9.8062
C -2.1255 -1.3793 0.8198
H -1.2569 -0.7389 1.1020
H -3.2428 1.6355 4.2586
H 1.2421 3.1990 4.1894
H -2.7883 -6.2716 -11.3769
O 3.9858 -0.6940 0.1010
O 0.6108 -3.6193 -3.9686
O 5.7383 5.9266 4.2811
O 2.7056 -0.1926 -0.1587
Br 1.6801 4.0836 1.8688
C -1.1638 -3.5567 1.2603
H 3.9060 -1.4743 0.6721
C 0.7382 -2.9276 -6.2293
O -1.0320 -5.9257 -9.1746
H -5.1514 2.7751 5.8563
C -1.3284 -7.0572 -10.0017
C 2.4097 0.9162 0.7415
H -3.5183 4.2428 -1.3162
N -1.7103 -2.6788 0.2660
H 7.0486 5.4543 2.7719
H 1.6055 1.4897 0.2258
S -1.5845 -5.1735 1.1680
C -0.8584 -2.5515 -0.9419
C -2.7166 4.5224 -0.6300
C -3.1629 2.0988 5.2435
H -2.5874 0.0020 -0.8631
C 5.0922 3.6910 3.8289
C 0.3164 -4.7509 -4.7961
H -2.7819 0.1074 7.4030
C -0.0475 2.0277 2.8469
H -2.0321 3.6735 -0.5293
H 1.5783 -1.8704 -4.5100
C -0.8193 -1.9223 3.7597
H 1.1791 -2.5525 -1.6702
H 3.3547 1.4853 0.8812
H 2.2261 -0.3925 4.8129
H 0.1244 -5.4674 -11.7243
H 3.2485 -0.1937 2.5761
C -2.6130 1.1866 7.3180
C 1.6276 -0.9086 4.0128
H 0.8156 -4.0177 -0.7403
H -2.6725 6.4684 -1.5552
H -2.1214 -7.6484 -9.5407
H -1.2640 -3.1981 -1.7508
O -2.1309 1.4545 5.9965
H -3.4603 6.7941 1.1299
H -0.2840 -0.0180 4.7691
H 1.2203 -5.3670 -4.8592
C -1.7212 -6.5116 -11.3634
C -0.9048 -5.2346 -11.4361
H -2.3902 5.8707 2.2059
H -0.7141 2.6768 2.2445
H 1.1421 -2.4002 0.0973
H 1.7685 -3.1585 -6.5170
C -1.5211 6.3493 0.2593
H 1.6911 -1.0398 1.6813
H -0.6244 5.8272 0.5984
H 0.1271 -4.9041 -6.9708
P 1.8356 0.1851 2.4440
H -0.4762 -5.3437 -4.3359
H -2.7148 -1.5994 1.7413
H 4.8515 3.6963 2.7626
C -4.4406 1.9725 6.0540
H 6.8531 3.4294 5.0380
C 6.5974 3.7354 4.0186
C -0.0759 -4.2063 -6.1581
C 0.6957 -2.4486 -4.7886
H 2.1270 -1.9005 3.8872
H 4.6170 2.8199 4.2786
H -0.1947 -1.8384 -4.5990
O 2.3584 1.6486 3.3008
C 0.6524 -2.9151 -0.7567
C -1.9786 5.7752 -1.0690
H -1.2978 -4.5004 -12.1396
C 6.8946 5.2129 3.8298
H -4.5904 1.5098 8.1966
H -1.1436 -3.9679 -6.1722
O 0.2029 0.7242 2.3365
H 3.7479 5.4004 4.0177
O -3.2674 4.8019 0.6640
H -3.7501 -1.4031 -0.6922
H 0.2572 -1.4827 5.5991
C 4.6579 4.9976 4.4656
H 7.1467 3.0994 3.3241
H -0.4259 -7.6747 -10.0656
H -3.8338 -0.0040 0.4162
H -1.3022 7.4171 0.2258
C 1.3888 2.6245 3.2467
C -3.1327 -0.6520 -0.1500
H -1.5916 -1.2609 3.3192
H -0.5655 2.0269 3.8486
S -0.0011 -3.0658 2.5737
H -1.5194 -7.2102 -12.1757
```

Output
Total charge: -1
DFT total energy (Ha): -5662.98329
Frontier orbital gap (eV): 6.27
Multiplicity: 1
Largest force on an atom (eV Å⁻¹): 4.61